The following is a quantum chemistry calculation of a molecular structure, C43H32Cl5N4O3PRuS, from the Open Molecules 2025 dataset.

Geometry as XYZ:
```
90
Properties=species:S:1:pos:R:3:mulliken_charge:R:1
Ru 0.722 0.039 0.685 0.5177
N -7.781 -2.077 5.767 -0.5009
C -6.767 -1.830 5.288 -0.1368
C -5.497 -1.520 4.687 0.5643
C -5.438 -1.144 3.349 -0.9497
C -4.213 -0.853 2.774 0.0170
C -3.040 -0.925 3.523 -0.9275
C -3.115 -1.294 4.865 -0.1190
C -4.333 -1.597 5.448 -0.8836
C -1.742 -0.588 2.886 0.7254
C -1.461 0.747 2.591 0.6420
C -2.236 1.879 3.042 -0.6980
C -1.553 3.016 2.669 -1.4756
C -0.410 2.600 1.994 -0.6583
N -0.356 1.222 1.913 0.4614
C -0.764 -1.600 2.726 0.4548
C -0.806 -2.948 3.266 -0.6583
C 0.343 -3.574 2.866 -1.6189
C 1.066 -2.645 2.096 -0.7819
N 0.382 -1.455 2.021 0.4661
H -6.348 -1.090 2.766 0.4723
H -4.160 -0.570 1.730 0.5455
H -2.211 -1.334 5.460 0.5896
H -4.390 -1.882 6.490 0.4749
H -3.146 1.806 3.612 0.6393
H -1.820 4.039 2.876 0.5170
H 0.369 3.208 1.578 0.4379
H -1.605 -3.343 3.868 0.6927
H 0.657 -4.580 3.085 0.5108
H 2.005 -2.773 1.588 0.7386
O 2.837 2.091 2.004 -0.5919
N 2.299 2.072 0.732 0.9395
C 2.396 3.221 0.191 -1.5435
C 1.879 3.610 -1.126 1.7777
C 2.325 4.864 -1.558 -1.1183
C 1.952 5.379 -2.786 -0.7535
C 1.111 4.640 -3.603 -0.9356
C 0.654 3.404 -3.178 -0.5846
C 1.020 2.869 -1.944 0.2252
P 0.308 1.219 -1.567 2.4311
C -1.463 1.471 -1.915 0.6545
C -2.013 1.381 -3.192 -0.3644
C -3.367 1.604 -3.389 -1.0545
C -4.187 1.918 -2.316 -0.7926
C -3.646 2.014 -1.041 -0.6088
C -2.294 1.789 -0.842 -0.6657
C 0.970 0.223 -2.934 0.6731
C 0.276 -0.869 -3.449 -0.5810
C 0.867 -1.694 -4.395 -1.0107
C 2.159 -1.441 -4.831 -0.8655
C 2.855 -0.350 -4.329 -0.7870
C 2.265 0.477 -3.387 -0.9236
H 2.996 1.129 2.164 0.4719
H 2.915 3.992 0.757 0.3840
H 2.978 5.437 -0.913 0.4599
H 2.314 6.348 -3.099 0.4207
H 0.806 5.024 -4.567 0.4677
H -0.005 2.843 -3.828 0.3208
H -1.391 1.143 -4.044 0.4222
H -3.779 1.533 -4.386 0.4695
H -5.243 2.086 -2.473 0.4248
H -4.275 2.266 -0.198 0.5230
H -1.895 1.867 0.160 0.4663
H -0.728 -1.089 -3.112 0.7783
H 0.317 -2.541 -4.783 0.5111
H 2.620 -2.088 -5.564 0.4354
H 3.860 -0.143 -4.670 0.4686
H 2.820 1.328 -3.010 0.4455
Cl -0.740 -6.478 -2.252 -0.1768
C -0.094 -4.965 -1.767 0.2879
C -0.924 -3.969 -1.270 0.1441
Cl -2.618 -4.230 -1.157 -0.1820
C -0.385 -2.752 -0.866 0.4459
Cl -1.472 -1.473 -0.412 -0.1198
C 0.989 -2.479 -0.921 -1.5001
O 1.538 -1.341 -0.553 0.6644
C 1.800 -3.493 -1.469 0.6123
Cl 3.483 -3.175 -1.674 -0.1791
C 1.277 -4.709 -1.880 0.3636
Cl 2.311 -5.909 -2.538 -0.1732
C 5.616 -0.551 2.103 -1.1488
S 4.241 -1.042 1.082 0.5157
C 4.568 -0.027 -0.341 -0.5267
O 3.034 -0.419 1.769 -0.7693
H 5.612 0.531 2.230 0.3244
H 6.538 -0.886 1.632 0.4279
H 5.493 -1.047 3.063 0.4175
H 5.472 -0.394 -0.823 0.5822
H 4.676 1.014 -0.036 0.3255
H 3.718 -0.167 -1.006 -0.3845
```

Values from the calculation:
2S+1: 6
Total charge: +1
LUMO energy (spin up / spin down) in eV: -2.82 / -5.25
Gap between HOMO and LUMO (spin up / spin down) in eV: 6.1 / 5.4
Expectation value of S²: 8.79
Largest force on an atom in eV/Å: 0.3
HOMO (spin up / spin down) in eV: -8.896 / -10.674
Energy above the lowest of the compared OMol25 structures with the same formula, charge and spin in kJ/mol: 0.00